No. 1
Density functional theory data (ωB97M-V/def2-TZVPD) for a 7-piece molecular cluster, C26H31Cl8N3O6 overall.

XYZ file:
```
74
C26H31Cl8N3O6, DFT ωB97M-V/def2-TZVPD
Cl -0.482 -3.720 0.094
C -1.725 -5.017 0.223
C -2.487 -4.843 1.515
Cl -3.697 -6.140 1.628
H -1.182 -5.956 0.208
H -2.349 -4.921 -0.657
H -2.954 -3.860 1.541
H -1.814 -4.908 2.365
Cl 0.372 1.182 1.789
C 0.089 -0.099 0.591
C -1.337 -0.041 0.087
Cl -2.488 -0.418 1.407
H 0.317 -1.092 0.976
H 0.765 0.035 -0.253
H -1.442 -0.643 -0.816
H -1.620 0.967 -0.200
Cl 5.674 -4.254 0.769
C 4.516 -3.656 2.003
C 3.101 -3.904 1.524
Cl 1.967 -2.910 2.477
H 4.674 -2.595 2.168
H 4.752 -4.225 2.895
H 2.806 -4.942 1.641
H 3.003 -3.622 0.479
Cl -5.594 4.343 -1.926
C -3.868 4.251 -2.399
C -3.218 3.054 -1.758
Cl -3.706 1.562 -2.587
H -3.444 5.178 -2.036
H -3.824 4.095 -3.472
H -3.467 2.990 -0.699
H -2.130 3.118 -1.812
C 4.990 -0.111 -0.681
C 6.103 0.720 -0.764
C 5.924 2.072 -0.548
C 4.677 2.555 -0.181
C 3.602 1.718 0.006
C 3.780 0.363 -0.195
N 4.482 4.003 -0.086
O 3.391 4.398 0.276
O 5.411 4.719 -0.403
H 5.084 -1.177 -0.869
H 7.090 0.400 -1.068
H 6.746 2.775 -0.571
H 2.638 2.120 0.289
H 2.932 -0.309 -0.245
C 4.706 2.496 -3.784
C 4.042 3.695 -3.592
C 2.703 3.691 -3.222
C 2.061 2.475 -3.120
C 2.716 1.276 -3.286
C 4.047 1.276 -3.646
N 0.677 2.441 -2.653
O 0.005 3.443 -2.820
O 0.280 1.422 -2.126
H 5.757 2.498 -4.047
H 4.507 4.659 -3.754
H 2.177 4.588 -2.926
H 2.211 0.356 -3.021
H 4.650 0.384 -3.735
C -5.755 -2.999 3.751
C -4.783 -1.992 3.706
C -5.100 -0.743 3.239
C -6.384 -0.514 2.774
C -7.360 -1.487 2.806
C -7.034 -2.734 3.287
N -6.691 0.784 2.169
O -5.919 1.701 2.384
O -7.690 0.855 1.487
H -5.483 -3.955 4.176
H -3.815 -2.227 4.132
H -4.424 0.101 3.207
H -8.370 -1.244 2.512
H -7.793 -3.502 3.380
```

Values from the calculation:
* HOMO-LUMO gap: 9.2 eV
* structure (SMILES): O=[N+]([O-])c1ccccc1.O=[N+]([O-])c1ccccc1.O=[N+]([O-])c1ccccc1.ClCCCl.ClCCCl.ClCCCl.ClCCCl
* energy relative to the best compared isomer or geometry (same formula, charge and spin): 0.069 eV
* E_HOMO: -10.0 eV

Here are the Löwdin charges for atoms 1 to 4, given in e: 0.56 -0.63 -0.68 0.56

No. 2
Density functional theory data (ωB97M-V/def2-TZVPD) for C21H35N9ORhTe4 as an isolated structure.

XYZ file:
```
71
C21H35N9ORhTe4, DFT ωB97M-V/def2-TZVPD
Rh -0.873 0.450 -1.247
Te -3.221 0.239 -0.287
Te -4.862 -0.058 -2.499
Te -3.692 2.031 -3.799
Te -1.744 0.210 -3.646
C -0.587 -2.848 -0.942
N -0.279 -2.569 -2.348
C -1.021 -3.352 -3.333
C 0.560 -1.514 -2.666
N 0.722 -0.539 -1.722
C 1.852 0.180 -1.507
C 3.168 -0.210 -1.805
C 4.214 0.677 -1.510
C 4.033 1.927 -0.895
C 2.757 2.277 -0.471
C 1.666 1.405 -0.741
N 0.382 1.649 -0.381
C -0.015 2.497 0.615
N 0.619 2.442 1.842
C 1.277 1.182 2.306
C 0.329 3.486 2.859
N -1.092 3.259 0.458
C -1.955 3.789 1.504
C -1.379 3.885 -0.814
N 1.173 -1.418 -3.861
C 1.599 -2.524 -4.658
C 1.541 -0.143 -4.518
H -0.826 -3.900 -0.900
H -1.426 -2.203 -0.594
H 0.274 -2.666 -0.306
H -2.004 -3.496 -2.876
H -0.574 -4.316 -3.617
H -1.191 -2.737 -4.216
H 3.352 -1.156 -2.316
H 5.243 0.399 -1.670
H 4.907 2.593 -0.819
H 2.503 3.226 0.021
H 0.683 0.249 2.050
H 1.301 1.259 3.397
H 2.310 1.111 1.946
H 0.136 4.442 2.391
H 1.148 3.599 3.568
H -0.583 3.236 3.454
H -2.043 3.188 2.364
H -2.952 3.925 1.113
H -1.711 4.835 1.780
H -0.506 3.934 -1.484
H -1.721 4.940 -0.644
H -2.225 3.360 -1.328
H 1.640 -3.526 -4.180
H 2.621 -2.303 -4.968
H 0.938 -2.578 -5.549
H 1.353 0.727 -3.895
H 0.967 0.015 -5.440
H 2.617 -0.132 -4.788
C -2.921 -0.244 4.289
N -2.010 -1.314 3.885
C -2.042 -2.492 4.547
C -1.052 -3.410 4.295
C -0.003 -3.054 3.413
N -0.122 -2.013 2.590
C -1.099 -1.118 2.797
O -1.325 -0.130 2.043
N 1.106 -3.841 3.338
H -2.613 0.105 5.308
H -3.944 -0.661 4.428
H -2.802 0.540 3.580
H -2.861 -2.579 5.224
H -0.981 -4.318 4.852
H 1.337 -4.512 4.049
H 1.927 -3.393 2.936
```

Values from the calculation:
* HOMO-LUMO gap (alpha / beta): 5.3 / 4.9 eV
* 2S+1: 5
* net charge: +1
* E_HOMO (alpha / beta): -8.1 / -9.3 eV
* <S²>: 6.024

Here are the Löwdin charges for atoms 1 to 4, given in e: 0.40 0.26 0.14 0.10

No. 3
Density functional theory data (ωB97M-V/def2-TZVPD) for a 2-piece molecular cluster, CH4N2O2 overall.

XYZ file:
```
9
CH4N2O2, DFT ωB97M-V/def2-TZVPD
C -0.943 0.237 0.143
N -1.836 -0.701 0.062
N 2.212 0.275 -0.062
O -0.818 1.411 0.089
O 1.350 -0.680 0.207
H -2.816 -0.491 -0.123
H -1.550 -1.663 0.144
H 2.220 0.553 -1.044
H 2.179 1.060 0.585
```

Values from the calculation:
* HOMO-LUMO gap (alpha / beta): 7.6 / 9.2 eV
* energy relative to the best compared isomer or geometry (same formula, charge and spin): 3.462 eV
* E_HOMO (alpha / beta): -7.2 / -8.8 eV

Here are the natural (NBO) charges for atoms 1 to 4, given in e: 0.69 -0.84 -0.39 -0.55

No. 4
Density functional theory data (ωB97M-V/def2-TZVPD) for a 2-piece molecular cluster, C27H45N2O2P overall.

XYZ file:
```
77
C27H45N2O2P, DFT ωB97M-V/def2-TZVPD
C 1.515 3.345 2.185
C 2.716 2.940 1.163
C 2.652 1.379 0.813
C 3.771 1.018 -0.326
C 3.044 0.506 -1.662
C 3.900 -0.520 -2.556
C 4.516 -1.772 -1.741
C 3.300 -2.732 -1.308
C 3.278 -3.091 0.279
C 1.770 -3.262 0.850
C 1.002 -1.834 0.946
C -0.552 -1.967 1.296
C -1.247 -0.591 1.759
C -2.685 -0.322 1.070
C -2.544 0.996 0.111
P -1.144 0.539 -1.128
C -1.909 -0.799 -2.214
C -1.148 -2.170 -2.332
C -1.797 -3.243 -3.237
N -3.012 -3.149 -3.978
C -3.683 -1.899 -3.845
C -3.248 -0.669 -3.013
C -0.655 2.055 -2.158
C -0.059 3.346 -1.472
C 0.308 4.432 -2.531
C 0.128 4.306 -4.053
N -0.439 3.134 -4.618
C -0.769 2.112 -3.696
H 1.070 2.434 2.724
H 0.692 3.966 1.682
H 1.970 4.026 2.995
H 2.636 3.576 0.203
H 3.712 3.176 1.700
H 1.636 1.121 0.356
H 2.775 0.707 1.741
H 4.409 1.927 -0.608
H 4.465 0.255 0.164
H 2.033 -0.005 -1.451
H 2.782 1.445 -2.285
H 4.711 0.016 -3.180
H 3.168 -0.976 -3.327
H 5.210 -1.470 -0.882
H 5.183 -2.346 -2.491
H 2.279 -2.321 -1.624
H 3.440 -3.733 -1.872
H 3.891 -4.062 0.378
H 3.865 -2.285 0.856
H 1.188 -3.952 0.129
H 1.804 -3.753 1.883
H 1.610 -1.208 1.681
H 1.089 -1.369 -0.096
H -0.631 -2.719 2.174
H -1.113 -2.441 0.423
H -1.451 -0.700 2.891
H -0.539 0.309 1.662
H -3.557 -0.244 1.799
H -2.915 -1.193 0.345
H -2.193 1.836 0.811
H -3.522 1.272 -0.408
H -0.157 -2.364 -1.802
H -1.213 -4.231 -3.343
H -4.661 -1.780 -4.444
H -3.832 0.316 -2.979
H 0.101 3.452 -0.353
H 0.784 5.402 -2.138
H 0.456 5.169 -4.742
H -1.198 1.152 -4.174
C -4.850 0.685 4.632
C -5.062 -0.774 5.004
O -4.389 -1.050 6.234
O -3.457 0.958 4.521
H -5.328 0.923 3.679
H -5.253 1.344 5.409
H -4.627 -1.429 4.247
H -6.124 -1.009 5.115
H -4.867 -0.587 6.937
H -3.029 0.442 5.223
```

Values from the calculation:
* HOMO-LUMO gap: 7.9 eV
* structure (SMILES): CCCCCCCCCCCCCCCP(c1ccncc1)c1cccnc1.OCCO
* E_HOMO: -8.1 eV

Here are the Löwdin charges for atoms 1 to 4, given in e: -0.13 -0.26 -0.22 -0.18

No. 5
Density functional theory data (ωB97M-V/def2-TZVPD) for one molecule with the formula C22H26N4O4S.

XYZ file:
```
57
C22H26N4O4S, DFT ωB97M-V/def2-TZVPD
C 3.072 1.512 -2.102
H 3.720 2.375 -1.921
O 2.710 0.880 -0.897
C 2.074 1.617 0.063
C 1.619 2.916 -0.112
C 0.973 3.569 0.927
C 0.776 2.938 2.140
C 1.233 1.641 2.317
C 1.889 0.976 1.298
C 2.377 -0.439 1.456
N 1.562 -1.327 0.651
C 0.772 -2.276 1.172
O 0.823 -2.635 2.334
C -0.208 -2.867 0.151
N -0.999 -1.810 -0.431
C -0.582 -1.107 -1.569
C -0.735 0.274 -1.616
C -0.386 0.979 -2.753
C 0.155 0.338 -3.859
C 0.332 -1.040 -3.795
C -0.037 -1.758 -2.676
H 0.082 -2.831 -2.670
H 0.749 -1.561 -4.645
C 0.531 1.093 -5.099
H 0.441 2.166 -4.946
H 1.554 0.864 -5.395
H -0.124 0.809 -5.922
H -0.536 2.050 -2.773
H -1.143 0.786 -0.764
S -2.533 -1.590 0.227
O -3.234 -0.657 -0.602
O -3.098 -2.898 0.405
C -2.245 -0.899 1.821
C -2.047 -1.619 2.991
N -1.855 -0.694 3.949
N -1.939 0.559 3.490
C -2.184 0.465 2.198
C -2.418 1.664 1.355
H -1.470 2.097 1.035
H -2.944 2.415 1.940
H -3.010 1.388 0.486
H -1.666 -0.859 4.925
C -2.053 -3.070 3.272
H -2.633 -3.581 2.508
H -2.482 -3.265 4.252
H -1.029 -3.446 3.256
H -0.890 -3.556 0.650
H 0.350 -3.415 -0.613
H 1.446 -1.053 -0.314
H 2.294 -0.774 2.492
H 3.418 -0.515 1.126
H 1.077 1.140 3.260
H 0.263 3.442 2.943
H 0.621 4.579 0.776
H 1.758 3.427 -1.051
H 3.619 0.762 -2.672
H 2.192 1.823 -2.670
```

Values from the calculation:
* HOMO-LUMO gap: 9.0 eV
* structure (SMILES): COc1ccccc1CNC(=O)CN(c1ccc(C)cc1)S(=O)(=O)c1c(C)n[nH]c1C
* energy relative to the best compared isomer or geometry (same formula, charge and spin): 2.703 eV
* E_HOMO: -8.5 eV

Here are the natural (NBO) charges for atoms 1 to 4, given in e: -0.25 0.18 -0.52 0.30

no.,F_max (eV Å⁻¹)
1,1.267
2,4.195
3,2.727
4,5.672
5,1.148